DFT (the ωB97M-V functional and the def2-TZVPD basis) results for C6H4 in the gas phase in a non-equilibrium geometry.

Last column: natural (NBO) charge in e.
CARTESIAN COORDINATES (ANGSTROEM)
C 2.551 -1.258 -1.498  -0.4317
C 1.495 -0.760 -0.849  -0.0214
C 0.440 -0.192 -0.444  0.0194
C -0.603 0.259 0.200  -0.0834
C -1.493 0.627 1.013  0.0339
C -2.443 1.294 1.599  -0.4064
H 2.614 -1.353 -2.641  0.2287
H 3.489 -1.692 -0.971  0.2269
H -2.343 1.603 2.565  0.2096
H -3.457 1.525 1.084  0.2243

Cartesian forces (eV/Å) of the 2 atoms listed first:
C 0.9 -0.7 -0.1
C 1.8 -0.4 -1.6

Output
- Highest occupied orbital energy: -8.35 eV
- HOMO-LUMO gap: 7.619 eV
- LUMO: -0.73 eV
- Net charge: 0
- E_tot: -230.83387 a.u.
- 2S+1: 1


DFT (the ωB97M-V functional and the def2-TZVPD basis) results for 12 unconnected molecules or ions with the total composition C40H72O17S5 in a non-equilibrium geometry.

Last column: Löwdin charge in e.
CARTESIAN COORDINATES (ANGSTROEM)
C -2.209 5.047 -1.644  -0.2578
S -0.884 4.619 -2.827  0.8584
O 0.421 5.146 -2.273  -0.5769
C -0.836 2.857 -2.322  -0.2461
H -1.934 4.653 -0.668  0.0411
H -3.062 4.470 -2.014  0.0489
H -2.449 6.105 -1.631  0.0492
H 0.144 2.584 -2.711  0.0222
H -1.635 2.314 -2.828  0.0572
H -0.894 2.750 -1.241  0.0114
C -4.621 -1.725 -4.091  -0.2759
S -6.079 -2.383 -3.217  0.8437
O -6.417 -3.603 -4.055  -0.5884
C -5.148 -3.208 -1.863  -0.2592
H -3.899 -2.496 -4.350  0.0472
H -4.085 -0.989 -3.484  0.0388
H -4.997 -1.235 -4.988  0.0447
H -4.685 -2.482 -1.196  0.0411
H -4.325 -3.733 -2.342  0.0287
H -5.892 -3.917 -1.520  0.0349
C -1.805 -0.547 -0.683  -0.2399
S -1.127 0.271 0.775  0.8609
O -1.617 1.708 0.711  -0.5718
C 0.595 0.244 0.190  -0.2146
H -2.841 -0.244 -0.821  0.0559
H -1.750 -1.606 -0.426  0.0270
H -1.279 -0.404 -1.626  0.0436
H 0.887 -0.740 -0.175  0.0395
H 1.304 0.643 0.911  0.0446
H 0.571 0.922 -0.668  0.0376
C 2.953 1.891 -3.378  -0.2702
S 4.347 3.089 -3.284  0.8095
O 4.969 3.259 -4.639  -0.5558
C 3.371 4.614 -3.024  -0.2463
H 2.181 2.079 -4.128  0.0585
H 2.446 1.685 -2.434  0.0300
H 3.405 0.954 -3.719  0.0333
H 4.193 5.332 -3.045  0.0463
H 2.925 4.603 -2.034  0.0174
H 2.661 4.839 -3.812  0.0557
C -5.292 -4.764 3.565  -0.2829
S -4.486 -4.513 1.968  0.8337
O -5.596 -4.160 1.015  -0.5640
C -3.719 -2.915 2.415  -0.2607
H -5.779 -5.742 3.496  0.0435
H -6.098 -4.077 3.823  0.0628
H -4.620 -4.811 4.424  0.0532
H -3.405 -2.348 1.544  0.0293
H -2.863 -3.239 3.018  0.0477
H -4.364 -2.310 3.043  0.0380
C 2.470 3.407 0.562  -0.0979
C 1.287 3.765 1.191  -0.0793
C 1.320 4.009 2.552  -0.0958
C 2.529 4.007 3.242  -0.0770
C 3.688 3.611 2.586  -0.0954
C 3.681 3.340 1.222  -0.0759
H 2.322 3.175 -0.489  0.0777
H 0.335 3.698 0.681  0.0880
H 0.391 4.241 3.064  0.1007
H 2.616 4.209 4.302  0.1047
H 4.621 3.507 3.127  0.1013
H 4.605 3.086 0.720  0.1025
O -1.858 -3.370 -2.297  0.1110
C -0.996 -4.067 -1.851  -0.4740
O -0.218 -3.666 -0.810  -0.0113
C 0.784 -4.626 -0.439  -0.1353
C 0.739 -5.673 -1.545  -0.1463
C -0.633 -5.505 -2.144  -0.0676
H 0.419 -4.990 0.527  0.1322
H 1.769 -4.183 -0.312  0.1062
H 1.021 -6.678 -1.245  0.1217
H 1.482 -5.306 -2.262  0.1107
H -1.389 -6.136 -1.672  0.1408
H -0.621 -5.639 -3.225  0.1288
O 7.081 -1.324 3.485  0.1077
C 5.902 -1.154 3.360  -0.4863
O 4.977 -2.105 3.550  0.0449
C 3.670 -1.590 3.329  -0.1501
C 3.780 -0.158 2.777  -0.1391
C 5.277 0.191 2.958  -0.0536
H 3.110 -1.582 4.266  0.1195
H 3.127 -2.210 2.614  0.1095
H 3.184 0.500 3.402  0.0830
H 3.458 -0.157 1.739  0.0757
H 5.403 0.929 3.748  0.1178
H 5.759 0.598 2.072  0.1042
O -1.497 -0.011 -4.837  0.1203
C -0.561 -0.691 -4.515  -0.4727
O 0.313 -0.248 -3.582  -0.0053
C 1.110 -1.350 -3.133  -0.1581
C 1.191 -2.317 -4.313  -0.1224
C -0.151 -2.039 -5.062  -0.0415
H 0.687 -1.739 -2.206  0.0976
H 2.114 -0.982 -2.910  0.1078
H 1.277 -3.369 -4.036  0.1018
H 2.047 -2.143 -4.965  0.1132
H -0.846 -2.841 -4.830  0.1142
H 0.092 -2.013 -6.120  0.1276
O 1.115 0.423 4.577  0.1205
C 0.218 1.145 4.875  -0.4693
O 0.119 1.754 6.095  0.0356
C -1.045 2.571 6.131  -0.1609
C -1.876 2.250 4.882  -0.1441
C -0.918 1.519 3.952  -0.0807
H -0.733 3.620 6.136  0.1212
H -1.627 2.408 7.038  0.1234
H -2.279 3.193 4.514  0.1011
H -2.720 1.626 5.168  0.1146
H -0.415 2.096 3.179  0.0949
H -1.384 0.586 3.652  0.1101
O -5.151 -0.249 2.068  0.1068
C -5.081 0.950 2.032  -0.4788
O -4.641 1.679 3.076  0.0212
C -4.525 3.062 2.711  -0.1546
C -5.371 3.268 1.462  -0.1324
C -5.427 1.846 0.863  -0.0626
H -3.473 3.240 2.474  0.1110
H -4.782 3.637 3.599  0.1269
H -4.972 3.950 0.713  0.1074
H -6.418 3.554 1.574  0.1141
H -4.636 1.724 0.122  0.1167
H -6.419 1.564 0.523  0.1284
O 3.231 -2.158 -0.003  0.1091
C 4.191 -1.727 -0.566  -0.4736
O 4.477 -0.402 -0.561  0.0014
C 5.729 -0.088 -1.200  -0.1292
C 6.282 -1.426 -1.679  -0.1376
C 5.149 -2.423 -1.498  -0.0653
H 6.399 0.399 -0.495  0.1243
H 5.511 0.590 -2.024  0.0962
H 7.127 -1.686 -1.039  0.1196
H 6.660 -1.380 -2.699  0.1187
H 5.497 -3.412 -1.209  0.1292
H 4.639 -2.601 -2.450  0.1258

Cartesian forces (eV/Å) of the 2 atoms listed first:
C 0.0 -0.6 -0.5
S 0.7 -0.1 1.5

Output
- Highest occupied orbital energy: -8.44 eV
- HOMO-LUMO gap: 8.392 eV
- LUMO: -0.05 eV
- Net charge: 0
- E_tot: -4837.25536 a.u.
- 2S+1: 1


DFT (the ωB97M-V functional and the def2-TZVPD basis) results for 13 unconnected molecules or ions with the total composition C33H92O13 in a non-equilibrium geometry.

Last column: Löwdin charge in e.
CARTESIAN COORDINATES (ANGSTROEM)
C 2.701 -1.599 -4.353  -0.0873
C 3.338 -2.915 -3.845  -0.3070
O 2.533 -3.985 -4.357  -0.1267
H 2.668 -1.538 -5.455  0.0797
H 3.299 -0.733 -3.976  0.0740
H 1.688 -1.536 -4.017  0.0314
H 3.402 -2.994 -2.761  0.0860
H 4.384 -2.997 -4.212  0.1109
H 1.601 -3.891 -3.976  0.0635
C -4.162 3.232 -0.811  -0.0694
C -4.076 4.241 -1.959  -0.2561
O -2.686 4.295 -2.348  -0.1263
H -5.102 3.223 -0.301  0.0673
H -3.428 3.481 -0.074  0.0566
H -3.908 2.204 -1.158  0.0845
H -4.371 5.281 -1.777  0.1163
H -4.638 3.822 -2.806  0.1091
H -2.482 5.104 -2.877  0.1166
C -4.301 1.398 3.681  -0.0766
C -4.103 2.018 2.301  -0.3570
O -3.158 1.350 1.532  -0.1328
H -4.984 1.936 4.365  0.0802
H -3.326 1.190 4.182  0.0766
H -4.657 0.362 3.582  0.0535
H -3.708 3.050 2.309  0.1115
H -5.077 2.002 1.729  0.1106
H -3.621 0.734 0.917  0.0580
C -0.231 3.103 1.782  -0.0653
C 0.219 1.891 2.568  -0.3423
O 0.782 2.406 3.740  -0.0940
H -0.925 3.659 2.466  0.0987
H -0.716 2.848 0.866  0.0481
H 0.639 3.727 1.616  0.0531
H 0.861 1.231 1.947  0.0958
H -0.626 1.294 2.820  0.0913
H 0.914 1.743 4.442  0.0563
C 2.089 3.016 -1.931  -0.0613
C 0.817 3.774 -1.719  -0.3064
O -0.257 2.915 -2.019  -0.0998
H 2.236 2.664 -2.941  0.0852
H 1.988 2.174 -1.213  0.0691
H 2.926 3.581 -1.548  0.0767
H 0.734 4.663 -2.345  0.1172
H 0.771 4.106 -0.693  0.0907
H -1.109 3.380 -2.079  0.0567
C -5.005 -0.996 -1.449  -0.0738
C -5.547 -1.400 -0.115  -0.2700
O -5.030 -0.481 0.905  -0.1408
H -5.732 -1.481 -2.148  0.0960
H -4.008 -1.482 -1.564  0.0751
H -4.896 0.043 -1.634  0.0505
H -5.172 -2.404 0.224  0.1144
H -6.643 -1.403 -0.152  0.1116
H -5.638 -0.407 1.676  0.1017
C 5.501 4.824 3.569  -0.0490
C 4.903 3.690 2.757  -0.4790
C 3.422 3.739 2.536  -0.0620
O 5.424 3.765 1.386  -0.0789
H 5.267 5.828 3.212  0.0876
H 6.569 4.624 3.561  0.0743
H 5.207 4.695 4.616  0.0841
H 5.147 2.728 3.208  0.1249
H 3.113 2.895 1.953  0.0601
H 3.164 4.690 2.013  0.1028
H 2.853 3.725 3.486  0.0904
H 6.375 3.666 1.359  0.0843
C -2.087 -1.618 -5.815  -0.0563
C -1.416 -0.614 -4.858  -0.4603
C -2.174 0.724 -5.003  -0.0524
O -1.457 -1.107 -3.497  -0.0838
H -1.625 -2.616 -5.716  0.0676
H -1.909 -1.379 -6.839  0.0647
H -3.160 -1.775 -5.545  0.0954
H -0.393 -0.454 -5.202  0.1293
H -1.615 1.466 -4.397  0.0710
H -3.156 0.625 -4.570  0.0671
H -2.149 1.052 -6.075  0.0954
H -0.935 -0.490 -2.961  0.0252
C 3.825 -0.517 4.726  -0.0414
C 2.460 -0.374 4.002  -0.4705
C 1.998 -1.668 3.428  -0.0421
O 1.522 0.134 4.959  -0.0625
H 4.671 -0.807 4.062  0.0857
H 3.701 -1.213 5.569  0.0850
H 4.203 0.387 5.164  0.0667
H 2.534 0.424 3.207  0.1346
H 1.145 -1.551 2.733  0.0757
H 1.756 -2.314 4.222  0.0657
H 2.882 -2.041 2.856  0.0870
H 1.773 -0.295 5.761  0.0771
C -1.853 -4.428 -1.704  -0.0489
C -0.850 -4.798 -2.785  -0.4601
C -1.577 -5.545 -3.927  -0.0479
O -0.067 -3.716 -3.254  -0.0882
H -2.296 -5.323 -1.267  0.0882
H -2.624 -3.799 -2.152  0.0736
H -1.402 -3.804 -0.948  0.0587
H -0.117 -5.472 -2.366  0.1343
H -1.030 -5.479 -4.847  0.0662
H -2.544 -5.113 -4.164  0.0693
H -1.736 -6.615 -3.757  0.0793
H -0.637 -2.947 -3.492  0.0761
C 5.449 0.644 -0.826  -0.0504
C 4.803 0.013 0.364  -0.4905
C 5.269 -1.423 0.580  -0.0435
O 5.261 0.650 1.568  -0.0751
H 6.538 0.677 -0.727  0.0932
H 5.018 1.643 -0.929  0.0728
H 5.253 0.152 -1.772  0.0728
H 3.701 0.001 0.324  0.1251
H 5.006 -2.054 -0.279  0.0819
H 4.694 -1.755 1.430  0.0535
H 6.330 -1.429 0.702  0.0775
H 5.092 1.612 1.468  0.0482
C -2.458 -2.224 4.450  -0.0566
C -3.278 -3.147 3.581  -0.5215
C -2.864 -2.998 2.133  -0.0675
O -3.193 -4.465 4.101  -0.0699
H -2.478 -1.174 4.176  0.0638
H -1.391 -2.532 4.351  0.0834
H -2.723 -2.356 5.500  0.0827
H -4.390 -2.947 3.647  0.1523
H -1.780 -3.030 2.067  0.0675
H -3.161 -2.032 1.698  0.0631
H -3.341 -3.783 1.496  0.0913
H -2.230 -4.742 4.177  0.1208
C -0.822 -0.574 0.109  -0.0103
C 0.459 -0.218 -0.746  -0.4395
C 1.212 -1.535 -0.882  -0.0385
O 0.138 0.266 -1.995  -0.0480
H -1.534 -1.207 -0.394  0.0661
H -1.310 0.345 0.374  0.0501
H -0.578 -1.148 0.975  0.0470
H 1.174 0.469 -0.259  0.1146
H 2.169 -1.385 -1.387  0.0691
H 0.664 -2.261 -1.440  0.0557
H 1.413 -1.978 0.081  0.0722
H 0.014 1.214 -1.954  0.0412

Cartesian forces (eV/Å) of the 2 atoms listed first:
C 1.6 0.3 0.3
C -0.7 0.2 -1.3

Output
- Highest occupied orbital energy: -9.18 eV
- HOMO-LUMO gap: 9.582 eV
- LUMO: 0.40 eV
- Net charge: 0
- E_tot: -2290.53625 a.u.
- 2S+1: 1


DFT (the ωB97M-V functional and the def2-TZVPD basis) results for a molecular structure, C50H39N6O5PPbS3.

Last column: Löwdin charge in e.
CARTESIAN COORDINATES (ANGSTROEM)
Pb 0.275 -0.434 -0.138  1.4701
O -2.797 -1.161 -2.643  0.0355
C -2.713 -0.974 -1.437  -0.6748
O -1.848 -1.483 -0.643  -0.2356
C -3.756 -0.086 -0.772  -0.1583
C -5.076 -0.509 -0.913  -0.0251
C -6.113 0.151 -0.274  -0.0737
C -5.841 1.269 0.500  -0.0768
C -4.540 1.731 0.604  -0.0695
C -3.487 1.068 -0.029  -0.2986
P -1.800 1.777 0.021  1.0615
C -1.862 2.993 1.375  -0.3766
C -2.398 4.271 1.220  -0.1050
C -2.446 5.144 2.294  -0.0762
C -1.962 4.748 3.535  -0.0817
C -1.430 3.478 3.696  -0.0729
C -1.374 2.603 2.619  -0.0821
C -1.725 2.819 -1.472  -0.3757
C -0.747 3.813 -1.533  -0.1247
C -0.592 4.575 -2.679  -0.0914
C -1.397 4.334 -3.785  -0.0874
C -2.355 3.335 -3.737  -0.0701
C -2.524 2.580 -2.583  -0.0651
H -5.270 -1.374 -1.531  0.1219
H -7.129 -0.206 -0.382  0.1040
H -6.638 1.795 1.007  0.1031
H -4.346 2.621 1.188  0.0953
H -2.778 4.588 0.257  0.1120
H -2.860 6.134 2.163  0.1044
H -1.999 5.431 4.373  0.1026
H -1.048 3.166 4.659  0.1045
H -0.954 1.612 2.748  0.0667
H -0.109 4.000 -0.678  0.1117
H 0.162 5.350 -2.711  0.1051
H -1.273 4.924 -4.684  0.1018
H -2.976 3.134 -4.599  0.1065
H -3.265 1.790 -2.565  0.1058
O -0.385 -0.446 2.506  -0.6463
S -0.283 -1.677 3.366  1.0298
C -1.812 -2.567 3.144  -0.3911
C -1.947 -3.848 3.664  -0.0825
C -3.158 -4.500 3.522  -0.0739
C -4.218 -3.870 2.877  -0.0715
C -4.070 -2.590 2.372  -0.0507
C -2.856 -1.925 2.505  -0.0609
C 0.823 -2.715 2.447  -0.4089
C 0.428 -3.287 1.239  -0.1223
C 1.392 -3.867 0.433  -0.0568
C 2.725 -3.879 0.831  -0.0539
C 3.101 -3.327 2.044  -0.0477
C 2.145 -2.735 2.861  -0.0796
H -1.116 -4.335 4.157  0.1153
H -3.277 -5.502 3.911  0.1055
H -5.162 -4.387 2.767  0.1051
H -4.887 -2.103 1.860  0.1039
H -2.716 -0.935 2.097  0.0965
H -0.613 -3.265 0.931  0.1078
H 1.108 -4.297 -0.517  0.1100
H 3.474 -4.309 0.178  0.0771
H 4.140 -3.331 2.345  0.1144
H 2.426 -2.258 3.790  0.1115
N -0.128 -4.665 -9.921  0.1526
C -0.051 -3.946 -9.030  -0.1849
C 0.047 -3.046 -7.912  -0.2333
C -0.064 -3.531 -6.612  -0.0095
C 0.035 -2.670 -5.538  0.0150
C 0.231 -1.311 -5.758  -0.1586
C 0.345 -0.823 -7.053  0.0059
C 0.256 -1.688 -8.128  -0.0173
N 0.312 -0.423 -4.663  0.0099
C 0.840 0.858 -4.662  -0.0241
C 0.788 1.287 -3.382  -0.1064
N 0.251 0.295 -2.589  -0.0320
C -0.026 -0.700 -3.387  -0.1871
H -0.218 -4.588 -6.445  0.1233
H -0.020 -3.064 -4.536  0.1136
H 0.484 0.232 -7.235  0.1080
H 0.341 -1.309 -9.136  0.1222
H 1.217 1.334 -5.544  0.1149
H 1.113 2.229 -2.981  0.1048
H -0.508 -1.611 -3.083  0.1178
N 5.427 -7.215 -1.208  0.1037
C 4.981 -5.927 -1.444  -0.3271
C 3.702 -5.705 -1.964  -0.0339
C 3.273 -4.421 -2.239  -0.0940
C 4.110 -3.335 -2.012  -0.3016
C 5.388 -3.548 -1.517  -0.0653
C 5.817 -4.832 -1.224  -0.0267
S 3.540 -1.705 -2.383  0.5571
O 2.538 -1.858 -3.416  -0.3062
O 4.717 -0.912 -2.641  -0.3415
N 2.771 -1.209 -1.083  -0.2062
C 3.400 -0.533 -0.109  -0.7544
S 5.119 -0.312 0.128  1.0506
C 4.786 0.552 1.587  -0.4129
C 3.455 0.643 1.783  -0.2649
N 2.678 0.043 0.831  -0.1038
H 4.732 -7.936 -1.113  0.0904
H 6.226 -7.323 -0.607  0.0901
H 3.055 -6.550 -2.167  0.1148
H 2.294 -4.251 -2.664  0.1097
H 6.050 -2.705 -1.376  0.0940
H 6.818 -4.993 -0.846  0.1123
H 5.577 0.967 2.183  0.0540
H 2.972 1.149 2.605  0.1052

Cartesian forces (eV/Å) of the 2 atoms listed first:
Pb -0.1 -0.1 -0.1
O -0.2 -0.1 -0.2

Output
- Highest occupied orbital energy: -7.58 eV
- HOMO-LUMO gap: 7.716 eV
- LUMO: 0.13 eV
- Net charge: 0
- E_tot: -4362.32230 a.u.
- 2S+1: 1


What is the E_tot in the third record? -2290.53625 a.u.